114
Properties=species:S:1:pos:R:3:mulliken_charge:R:1 method="wB97M-V/def2-TZVPD" fmax_ha_per_bohr=0.0638 gap_ev=4.97 homo_ev=-3.2 total_charge=-1 e_lumo_ha=0.067 energy_ha=-4545.0839
C 4.88 2.35 1.09 -0.844
Ga 3.09 2.26 0.05 0.385
O 3.02 3.80 -1.07 -0.428
F 1.66 2.37 1.31 -0.597
P 3.09 0.34 -1.28 0.081
N 1.97 0.45 -2.66 -0.479
O 4.71 0.27 -1.99 -0.582
H 4.96 1.35 1.73 0.233
H 5.76 2.32 0.31 0.204
H 4.86 3.32 1.76 0.202
H 3.06 4.63 -0.50 0.192
H 2.46 0.01 -3.50 0.211
H 1.12 -0.17 -2.53 0.242
H 4.99 1.25 -2.00 0.297
C 3.46 6.12 -6.11 -1.056
C 4.11 5.35 -4.99 0.982
O 5.30 5.49 -4.73 -0.625
C 3.24 4.39 -4.21 -1.016
H 4.20 6.77 -6.58 0.254
H 3.07 5.43 -6.86 0.265
H 2.65 6.74 -5.71 0.308
H 2.84 3.63 -4.88 0.471
H 2.43 4.94 -3.73 0.231
H 3.85 3.91 -3.44 0.138
C 3.13 8.37 -2.79 -1.138
C 4.05 7.69 -1.81 0.853
O 3.79 6.58 -1.36 -0.494
C 5.29 8.43 -1.41 -1.182
H 2.27 7.72 -2.99 0.219
H 2.76 9.31 -2.37 0.445
H 3.65 8.55 -3.73 0.274
H 5.03 9.38 -0.92 0.338
H 5.92 8.62 -2.29 0.328
H 5.86 7.83 -0.70 0.293
C 4.35 -3.85 -0.55 -1.133
C 3.59 -3.44 0.68 0.859
O 2.85 -2.46 0.67 -0.396
C 3.76 -4.28 1.91 -1.182
H 4.13 -3.15 -1.37 0.227
H 5.43 -3.82 -0.35 0.361
H 4.05 -4.85 -0.86 0.329
H 4.81 -4.27 2.23 0.420
H 3.44 -5.31 1.71 0.305
H 3.15 -3.87 2.72 0.262
C -0.85 -5.33 2.70 -0.992
C -0.73 -5.45 1.20 0.848
O -1.20 -6.42 0.60 -0.605
C -0.01 -4.35 0.47 -0.478
H -1.40 -6.19 3.09 0.245
H 0.14 -5.30 3.15 0.355
H -1.41 -4.42 2.95 0.225
H 1.02 -4.28 0.83 -0.263
H -0.53 -3.40 0.62 0.304
H 0.01 -4.58 -0.60 0.334
C 2.59 3.90 -11.23 -1.138
C 3.22 4.19 -9.89 0.834
O 2.80 5.10 -9.17 -0.520
C 4.37 3.32 -9.46 -0.962
H 1.78 4.61 -11.41 0.300
H 3.34 4.02 -12.02 0.323
H 2.19 2.89 -11.24 0.317
H 5.19 3.42 -10.17 0.317
H 4.04 2.28 -9.39 0.322
H 4.72 3.64 -8.47 0.201
C -5.32 -4.89 3.00 -0.900
C -4.65 -4.16 1.87 1.000
O -3.84 -3.26 2.08 -0.582
C -5.02 -4.56 0.47 -1.240
H -4.96 -4.49 3.96 0.290
H -6.41 -4.74 2.95 0.369
H -5.08 -5.95 2.95 0.150
H -6.09 -4.40 0.31 0.402
H -4.77 -5.61 0.31 0.245
H -4.46 -3.95 -0.24 0.333
C -5.26 -0.22 4.05 -0.737
C -4.75 0.02 5.44 0.800
O -5.51 0.10 6.40 -0.592
C -3.26 0.16 5.62 -0.599
H -6.35 -0.30 4.07 0.297
H -4.99 0.61 3.40 0.327
H -4.85 -1.16 3.66 -0.027
H -2.90 1.02 5.04 0.340
H -2.76 -0.76 5.30 0.270
H -3.03 0.33 6.68 -0.058
C -1.53 2.34 10.55 -1.120
C -2.41 1.57 9.60 0.837
O -2.40 1.80 8.39 -0.529
C -3.29 0.50 10.19 -0.978
H -0.94 3.07 9.99 0.297
H -2.14 2.87 11.28 0.325
H -0.84 1.66 11.06 0.316
H -3.99 0.95 10.90 0.319
H -2.68 -0.26 10.68 0.309
H -3.87 0.03 9.38 0.206
C -1.07 1.86 -2.76 -1.022
C -2.42 1.24 -3.03 0.860
O -2.60 0.48 -3.97 -0.594
C -3.54 1.61 -2.09 -1.066
H -0.36 1.50 -3.52 0.242
H -1.14 2.94 -2.83 0.388
H -0.71 1.55 -1.78 0.262
H -3.72 2.68 -2.12 0.309
H -3.29 1.29 -1.07 0.299
H -4.45 1.09 -2.40 0.297
C -6.56 -9.64 2.16 -1.186
C -5.30 -8.81 2.17 0.885
O -5.16 -7.87 2.95 -0.627
C -4.22 -9.17 1.18 -0.992
H -7.25 -9.26 2.92 0.314
H -7.04 -9.56 1.18 0.328
H -6.32 -10.68 2.38 0.338
H -4.60 -9.07 0.16 0.314
H -3.88 -10.19 1.36 0.394
H -3.38 -8.48 1.30 0.165